DFT (ωB97M-V/def2-TZVPD) results for C7H25CaN10O6 as an isolated structure in a non-equilibrium geometry.

Calculated values
Charge   +1
Multiplicity   1
Energy relative to the best compared isomer or geometry (same formula, charge and spin)   69.22 kJ/mol
Highest occupied orbital energy   -8.5 eV

Element x y z (Å)
Ca 0.29576 -0.07318 -0.19679
C 0.20276 2.71019 3.53733
C -0.09902 2.37268 2.06557
O 0.84688 1.80736 1.17899
H -0.71561 3.04887 4.01779
H 0.95468 3.48970 3.67055
H 0.60414 1.80610 3.99909
H -0.52757 3.20230 1.48487
H -0.94785 1.66491 2.07930
C -2.18360 -1.25472 1.69404
O -1.54664 -0.95376 0.66937
N -2.02157 -2.43475 2.27041
N -2.99746 -0.35205 2.28788
H -2.48491 -2.71671 3.11724
H -1.34685 -3.06918 1.88076
H -3.20893 -0.39827 3.27071
H -3.06879 0.57329 1.89908
C 3.16907 1.08743 -1.88122
O 2.24656 0.49254 -1.33819
N 3.74766 0.72243 -3.05311
N 3.82987 2.15493 -1.33795
H 4.41294 1.23785 -3.59509
H 3.31080 -0.09638 -3.45029
H 4.75688 2.37556 -1.64030
H 3.40657 2.33243 -0.43220
C 2.86769 -1.92418 1.20209
O 1.88859 -1.17540 1.03007
N 3.89036 -1.99238 0.33243
N 2.95657 -2.78905 2.22996
H 4.63758 -2.60914 0.59434
H 4.03335 -1.20537 -0.27807
H 3.79597 -3.31104 2.40222
H 2.33694 -2.59371 2.99958
C -2.60802 1.77975 -1.21351
O -1.54503 1.21475 -0.92913
N -2.63579 3.02118 -1.74132
N -3.77806 1.18509 -0.97441
H -1.81784 3.60585 -1.72612
H -3.50769 3.52118 -1.79342
H -4.63563 1.65767 -1.20053
H -3.75805 0.26166 -0.57744
C -1.19379 -2.03861 -2.49282
O -0.31025 -1.47344 -1.85355
N -1.24824 -3.37488 -2.72410
N -2.16718 -1.41875 -3.22302
H -2.00542 -3.70773 -3.28573
H -0.69684 -4.02107 -2.18625
H -2.18858 -0.41173 -3.20457
H -2.94642 -1.93022 -3.58454

Forces on atoms 1 to 6 (eV/Å):
Ca 0.9206 2.1728 0.9528
C 0.6357 -0.1791 -0.9045
C -0.2219 -0.7091 -2.0766
O 0.0144 -0.4480 0.8457
H -0.0255 -0.1577 0.1318
H 0.0276 0.0516 -0.1918